[1]
20
Properties=species:S:1:pos:R:3:forces:R:3:nbo_charge:R:1 method="wB97M-V/def2-TZVPD" spin_multiplicity=1 de_lowest_kcal_mol=34.7 mol_weight_da=144.162 e_homo_ha="-0.4364 / -0.4287" lumo_energy_ev="-4.56 / -3.59" total_charge=+1
C -0.331 -0.445 -0.108 -0.52 -0.15 0.32 0.128
C 0.789 -0.175 0.743 -0.17 0.24 0.95 0.450
C -1.524 0.443 -0.072 0.43 -0.03 -0.17 0.409
N -0.459 -1.650 -0.735 0.12 0.07 0.22 -0.744
N 0.972 1.067 1.186 0.06 -0.64 0.18 -0.752
N 2.071 1.150 -1.340 -0.60 -0.04 0.58 -0.271
N 1.799 0.024 -1.341 0.55 0.56 -0.97 -0.017
N 1.595 -1.171 1.165 -0.13 0.14 -0.24 -0.770
N -1.356 1.664 0.264 0.01 0.33 -0.02 -0.726
N -2.694 -0.129 -0.467 -0.27 -0.13 -0.20 -0.806
H -1.121 -1.681 -1.498 0.07 -0.06 -0.02 0.415
H 1.652 1.269 1.900 0.00 -0.05 0.00 0.409
H 2.752 1.637 -1.928 0.50 -0.16 -0.57 0.386
H 1.425 -2.128 0.915 0.00 0.00 0.11 0.415
H 2.394 -0.970 1.741 0.04 -0.05 -0.02 0.418
H -2.195 2.230 0.293 -0.16 -0.08 -0.04 0.373
H 0.200 1.718 0.964 0.07 0.10 -0.05 0.462
H -3.533 0.427 -0.391 0.08 -0.07 -0.03 0.412
H 0.394 -2.156 -0.921 -0.05 -0.02 -0.17 0.405
H -2.828 -1.122 -0.370 -0.01 0.03 0.12 0.405

[2]
70
Properties=species:S:1:pos:R:3:forces:R:3:nbo_charge:R:1 method="wB97M-V/def2-TZVPD" spin_multiplicity=1 mol_weight_da=470.492 e_homo_ha=-0.0102 lumo_energy_ev=3.68 total_charge=-2
O 2.675 -0.915 0.935 -0.11 -0.17 0.14 -0.677
C 2.196 -1.510 -0.025 0.06 -0.11 0.28 0.798
O 1.267 -2.407 0.049 0.18 0.30 -0.39 -0.820
Al -0.146 -2.612 -1.180 -0.78 -0.05 -0.10 1.262
C -0.044 -4.513 -1.959 0.11 0.31 -0.29 -0.614
O 0.441 -4.692 -3.326 0.10 -0.11 0.11 -0.322
O -0.275 -3.804 -4.186 0.05 0.05 -0.16 -0.461
C -1.911 -2.345 -0.187 0.15 -0.14 0.24 0.368
O -2.944 -2.206 -0.906 -0.03 -0.13 0.00 -0.835
O -1.940 -2.325 1.086 -0.27 -0.02 0.16 -0.865
C 2.781 -1.222 -1.383 0.04 -0.13 -0.43 -0.102
C 3.497 -2.221 -2.044 -0.16 0.36 -0.16 -0.203
C 4.042 -1.972 -3.302 -0.05 0.23 0.34 -0.218
C 3.874 -0.723 -3.896 -0.06 -0.05 0.10 -0.257
C 3.150 0.275 -3.244 -0.06 -0.21 0.33 -0.163
C 2.611 0.023 -1.986 0.27 -0.27 -0.01 -0.197
H -0.060 -1.534 -2.369 0.38 0.14 0.09 -0.433
H -1.050 -4.959 -1.946 -0.02 -0.13 0.25 0.153
H 0.638 -5.169 -1.406 -0.08 -0.09 0.09 0.175
H -1.175 -4.162 -4.164 -0.02 -0.01 0.14 0.436
H 3.611 -3.189 -1.572 -0.04 -0.04 -0.05 0.213
H 4.602 -2.754 -3.799 -0.01 0.02 -0.10 0.194
H 4.301 -0.523 -4.872 -0.02 -0.03 -0.04 0.189
H 2.984 1.241 -3.704 0.09 -0.10 -0.05 0.214
H 2.044 0.774 -1.451 -0.01 0.06 -0.09 0.216
C -4.711 -4.298 2.411 0.27 0.00 -0.04 -0.646
C -5.536 -3.644 1.317 0.22 0.28 -0.15 -0.051
O -5.296 -2.252 1.248 -0.04 -0.09 0.31 -0.776
H -4.941 -3.866 3.388 -0.07 0.02 -0.02 0.184
H -4.868 -5.380 2.459 -0.05 0.00 -0.04 0.177
H -3.657 -4.102 2.197 0.02 -0.03 0.06 0.256
H -6.605 -3.787 1.503 -0.05 0.09 -0.04 0.134
H -5.293 -4.088 0.344 -0.02 -0.15 0.05 0.166
H -4.343 -2.134 1.033 0.03 0.00 -0.33 0.519
C -6.212 -0.123 3.609 -0.14 0.08 0.14 -0.642
C -5.870 1.321 3.910 0.13 -0.12 0.03 -0.062
O -5.847 1.599 5.317 -0.06 0.04 0.00 -0.740
H -7.185 -0.377 4.036 -0.02 0.03 -0.02 0.187
H -6.232 -0.315 2.537 0.10 -0.09 0.00 0.258
H -5.471 -0.795 4.045 0.06 -0.01 -0.11 0.210
H -6.615 1.994 3.486 0.00 0.04 0.04 0.160
H -4.898 1.574 3.477 -0.04 0.03 -0.08 0.166
H -5.180 1.024 5.703 -0.01 -0.01 0.00 0.460
C 3.639 5.224 -3.646 0.07 -0.08 0.02 -0.644
C 3.705 4.248 -4.807 -0.26 0.14 0.04 -0.057
O 2.703 3.247 -4.703 0.12 0.09 -0.15 -0.711
H 3.752 4.692 -2.702 0.00 0.00 0.01 0.245
H 4.421 5.983 -3.722 -0.02 0.01 -0.03 0.197
H 2.669 5.728 -3.623 0.02 0.05 -0.04 0.190
H 4.661 3.726 -4.814 -0.02 -0.06 -0.01 0.178
H 3.598 4.777 -5.764 0.12 0.01 0.00 0.141
H 1.844 3.682 -4.702 -0.04 -0.07 0.05 0.463
C -0.142 -2.670 3.835 0.14 -0.11 0.21 -0.632
C 0.300 -1.222 3.875 0.09 -0.01 -0.14 -0.059
O 1.714 -1.089 3.763 -0.06 -0.24 0.15 -0.761
H 0.343 -3.229 4.646 -0.05 0.05 -0.03 0.168
H -1.224 -2.754 3.930 -0.06 0.01 -0.08 0.215
H 0.135 -3.119 2.883 -0.09 0.02 -0.12 0.240
H 0.027 -0.764 4.831 0.02 0.03 -0.02 0.135
H -0.194 -0.670 3.069 -0.07 -0.04 0.01 0.183
H 1.965 -1.456 2.899 0.06 0.42 -0.13 0.497
C 3.413 6.810 1.156 0.04 -0.06 0.02 -0.633
C 3.447 6.277 -0.265 -0.29 -0.05 0.11 -0.058
O 3.154 4.892 -0.325 0.17 0.04 0.00 -0.713
H 4.120 6.264 1.780 0.02 0.01 -0.01 0.215
H 3.664 7.873 1.185 -0.01 0.00 -0.01 0.200
H 2.420 6.680 1.593 -0.01 0.04 -0.02 0.202
H 4.443 6.395 -0.691 0.00 -0.03 -0.04 0.172
H 2.741 6.833 -0.895 0.08 0.08 -0.02 0.148
H 2.274 4.736 0.032 0.01 -0.05 0.01 0.471

[3]
19
Properties=species:S:1:pos:R:3:forces:R:3:nbo_charge:R:1 method="wB97M-V/def2-TZVPD" spin_multiplicity=1 de_lowest_kcal_mol=85.6 mol_weight_da=102.157 e_homo_ha=-0.0579 lumo_energy_ev=4.04 total_charge=-1
C -0.711 1.859 -0.414 -0.69 -1.71 -0.13 -0.224
N -1.066 0.713 -1.207 0.04 0.49 -0.24 -0.816
C 0.016 -0.167 -1.446 -1.06 -0.06 0.53 -0.231
C 0.281 -1.233 -0.358 1.89 1.26 1.13 -0.430
C 1.463 -1.014 0.508 1.47 -1.82 -2.91 0.331
O 1.940 -1.886 1.210 0.77 0.07 1.14 -0.648
C -1.167 1.809 1.076 0.15 1.46 -0.39 -0.635
H -1.201 2.740 -0.861 0.26 0.28 0.19 0.140
H 0.394 1.972 -0.397 0.01 0.54 -0.04 0.113
H -1.942 -1.610 0.932 -0.17 0.03 0.02 0.031
H 0.981 0.359 -1.596 0.27 0.12 -0.11 0.110
H -0.194 -0.724 -2.369 0.22 -0.21 -0.03 0.167
H 0.026 -2.274 -0.504 -0.29 -0.02 0.41 0.218
H 0.095 -0.840 0.727 -3.00 0.05 -0.66 0.260
H 1.899 -0.013 0.341 -0.06 0.28 0.67 0.123
H -2.447 -1.912 1.389 0.00 -0.04 0.03 -0.043
H -1.111 2.870 1.374 0.22 -0.15 0.61 0.167
H -0.519 1.207 1.713 -0.09 -0.11 0.06 0.173
H -2.218 1.559 1.215 0.05 -0.46 -0.28 0.195